No. 1
The following is a DFT calculation (ωB97M-V with the def2-TZVPD basis set) of C43H42P2Pt as an isolated structure in a non-equilibrium geometry.

electronic energy: -67074.225 eV
largest force on an atom: 2.0 eV/A
charge: +2
frontier orbital gap (alpha / beta): 6.8 / 4.8 eV
spin multiplicity: 5

Geometry (Å):
H  2.57106  3.07972  -5.86518
H  4.31383  1.88194  -3.38147
H  -3.88054  8.53605  -5.34654
C  1.08972  -4.12317  1.71435
P  -1.05995  4.50763  -2.31364
C  -0.38268  -6.10795  2.48906
C  -1.47664  -2.82878  1.82205
C  1.82898  -0.05003  -1.08333
H  1.14595  -3.42140  -0.27318
C  -0.66235  3.67405  -3.87157
C  4.26444  4.98252  -3.56722
C  0.08887  -8.31003  7.54621
H  0.30567  -8.82933  9.64005
H  6.33429  5.12922  -6.29497
P  1.91665  3.61380  -2.90216
H  -5.16420  6.93125  -3.92377
H  -2.13530  -1.97058  1.97659
H  0.69947  -4.63022  8.62287
C  -4.21366  1.85474  -1.93426
H  -1.38723  8.52544  -5.25332
H  -0.07322  -7.51327  5.52352
H  -2.44480  -3.82900  3.46208
C  3.61229  1.33814  -2.74596
C  0.36603  -4.00092  5.13203
H  -0.18601  6.82632  -3.88220
H  -0.25604  -1.54283  5.41718
C  -4.07380  6.92316  -3.90698
C  3.26357  4.12440  -4.07993
H  -0.53985  -6.59962  3.46461
C  0.38871  -3.86848  0.39250
H  -2.28471  4.43448  0.24484
C  3.87328  0.01194  -2.39384
C  0.60636  3.25860  -4.11241
H  -0.29891  -0.52038  3.94095
C  -0.64608  -1.46332  4.39648
H  6.16285  5.94732  -3.93807
C  -0.78423  -2.86127  0.49779
H  -1.46521  3.55574  -4.60940
H  0.08362  -4.79732  -0.12185
C  2.97852  -0.68970  -1.57060
H  4.48494  3.75080  -7.25608
C  5.46348  4.87543  -5.68322
C  -2.42988  3.47169  -1.69147
H  3.17186  -1.73374  -1.31999
H  0.61610  1.74238  -1.14067
H  4.77426  -0.47544  -2.77063
C  -2.00709  5.92801  -3.10813
C  0.78950  -5.18574  2.59265
H  -1.50416  -3.03076  -0.31759
H  -2.51694  -5.95311  2.51279
C  -3.35422  7.82667  -4.69926
C  1.53813  1.25825  -1.46802
H  -3.98495  5.30532  -2.48108
H  -0.10847  -9.33541  7.23573
C  5.36399  5.32815  -4.35680
H  -4.75670  1.13722  -2.55583
H  -1.82709  -5.42838  0.99823
H  -4.26868  3.24907  1.18239
C  0.36427  -5.94793  6.95268
C  4.43410  4.08740  -6.21633
H  0.86644  2.69430  -5.01131
H  -0.14706  -6.94338  1.80458
C  0.11279  -7.29910  6.57797
C  -2.83319  3.70950  -0.35999
C  -3.94242  3.04241  0.16104
H  -5.52033  1.60738  -0.22386
C  -1.68459  -5.38371  2.08652
C  -3.09015  2.50328  -2.46180
H  1.15575  -0.58658  -0.40593
H  0.67417  -6.44715  10.32389
C  -1.27724  6.86577  -3.87106
C  0.55056  -5.67342  8.32523
C  -4.64354  2.11713  -0.62987
Pt  0.10987  -3.07283  3.43129
C  0.39568  -4.90047  5.98742
C  3.34352  3.70874  -5.42225
H  4.18260  5.35462  -2.54369
C  -1.95193  7.80492  -4.65619
C  0.52544  -6.69430  9.27338
H  -0.35426  -1.86547  0.30103
C  -1.78127  -3.97070  2.60160
C  0.31156  -8.02714  8.89822
H  -2.74563  2.26948  -3.46781
H  2.15434  -3.83613  1.69957
H  -1.74457  -1.46016  4.42317
C  2.42750  1.95185  -2.32191
C  -3.40625  6.00030  -3.09362
H  1.59100  -5.51787  3.25367


No. 2
The following is a DFT calculation (ωB97M-V with the def2-TZVPD basis set) of C32H90F3NaO30 as an isolated structure in a non-equilibrium geometry.

electronic energy: -108622.251 eV
largest force on an atom: 4.3 eV/A
charge: +1
frontier orbital gap (alpha / beta): 9.2 / 4.4 eV
spin multiplicity: 2

Geometry (Å):
O  -0.16391  -6.48160  1.98795
H  3.33016  0.67064  -0.16242
H  1.78616  -0.62145  -6.48062
O  -3.44705  -0.93202  2.75425
H  2.28929  0.35158  -4.45685
H  -0.05205  3.35756  -3.50162
H  -6.92434  -4.60370  1.75228
H  -3.53699  -4.55431  0.27854
H  5.64755  0.08367  -2.44524
O  1.16729  -0.36123  0.05213
H  -2.94765  -3.13524  -4.84834
H  -5.90906  -5.82305  1.05457
O  -1.82657  2.23927  1.75072
H  4.24706  -2.62708  3.62058
C  -0.11130  -0.92701  0.45996
H  8.22257  0.41496  -0.05311
H  2.12243  -5.28057  -0.65889
C  -5.89689  -4.96689  1.72906
O  3.29673  -4.17077  0.65396
H  4.76750  6.61521  -2.50588
H  -0.58437  -3.65214  4.34262
C  -1.15989  -1.22882  -0.59105
H  -4.67024  2.93197  -1.95972
H  -5.17909  -1.45077  -0.86136
H  -3.49181  2.00582  -1.01939
O  -3.61396  -4.78759  -3.97487
H  -2.06726  -2.11326  5.69827
H  3.76503  2.70681  0.94155
O  7.88131  0.30058  -0.94308
H  -0.82445  -4.60124  1.60599
H  0.03635  0.52458  -6.87980
H  -1.86630  3.39251  0.18165
H  5.99000  -0.71355  3.47134
O  -5.75019  0.08247  -2.03237
C  1.84731  3.13757  3.45751
C  0.98220  3.63367  -3.70702
C  -5.35304  -0.37585  -0.81258
H  1.31511  -4.01385  0.13748
H  -2.25400  3.68286  -2.56967
C  6.87010  1.26359  -1.06111
C  4.92812  4.67122  -1.63918
O  1.30463  3.55711  -5.11487
H  1.14513  5.06964  -2.04774
O  3.32731  2.30169  1.69379
H  -3.87880  0.86906  3.11331
H  -0.75250  -1.35740  3.33077
C  4.62686  6.17725  -1.51769
H  -3.92627  -3.03213  -2.02613
H  2.37309  5.40378  -3.32416
H  0.98789  1.69406  -0.32303
H  -5.84590  -0.18579  1.29543
O  4.46303  -0.51572  2.11512
H  1.63185  -3.19021  -1.96162
H  1.44253  -1.12858  -3.85471
C  -1.98677  2.73449  3.03817
O  -1.66145  3.92323  -0.59164
O  -5.55503  -5.32584  3.03905
O  1.90361  1.97653  4.31508
H  -5.42938  -3.49882  0.00879
O  3.63775  -3.82803  -2.22718
H  3.22283  -4.83745  1.34075
O  0.42172  5.99178  -3.74890
C  6.12190  1.06484  -2.42486
H  0.63861  -6.22682  2.44909
H  5.90320  4.47172  -2.08362
H  -2.15172  -0.55046  4.89709
H  -6.32229  0.81029  -1.77824
C  2.58350  -3.32113  -1.44653
H  -4.12313  2.88376  2.40071
H  -5.16567  -6.20230  3.08173
C  -5.11053  -3.73456  1.02411
O  2.78090  -1.41925  4.24226
H  7.48818  0.41273  -3.47823
H  4.42361  -3.62491  -1.71458
O  4.85993  4.13318  -0.41402
H  -3.20743  4.88186  -1.74618
C  -3.36102  -1.79373  3.83530
H  3.12822  0.02227  -1.74540
F  -0.61136  -1.87167  -1.63808
C  3.14191  3.28839  2.68463
H  0.81076  2.79136  -5.41707
O  -0.97349  -1.99863  4.01017
O  -0.37946  -4.58774  4.27737
H  -1.93419  -3.63705  -3.47648
H  3.97283  3.29067  3.39008
H  2.55399  -1.59371  5.15859
C  -3.88880  3.00417  -1.20326
O  -4.98326  -2.19486  -3.62921
H  -1.41616  1.37427  1.68040
H  -3.39248  -2.82337  3.47899
H  0.96684  3.02229  2.82538
C  2.76113  0.80559  -1.08226
H  4.62583  -1.90715  5.14752
C  -2.13180  -1.62661  4.72507
C  -1.14949  -5.47484  2.17104
H  0.13249  -1.96790  0.67258
H  5.39801  4.69802  0.14546
H  2.89320  -2.36589  -1.02262
H  -7.26656  -0.35052  0.24096
H  4.80726  0.47121  3.88339
O  1.99283  -1.18069  -5.72819
O  5.55444  6.80116  -0.61690
C  -1.42538  -5.29539  3.65063
C  -2.95785  -3.55169  -3.84109
C  4.91447  -0.53696  3.48317
C  -3.74020  -2.57589  -2.99841
H  -4.38876  -4.58518  -4.50432
F  -1.55752  -0.03916  -1.11355
C  1.35673  5.06881  -3.11701
H  -7.03173  1.67211  1.01738
C  0.15720  0.27683  -4.99368
O  -3.73317  -4.02810  1.05714
H  3.07494  1.75647  -1.51289
H  0.71413  5.98874  -4.66328
H  5.30779  7.72877  -0.63444
H  -4.38711  0.01498  -0.49269
H  -4.23884  -1.74405  4.47956
H  1.49685  2.81918  -3.19727
O  -6.47833  1.47810  0.25731
H  -5.24608  2.71299  0.05211
H  1.73144  4.01156  4.09845
F  -2.30110  -1.76457  -0.16092
H  -5.22818  -2.85058  1.65089
O  -0.34679  -0.25510  1.69983
H  -1.51262  2.02141  3.71256
C  4.16588  -1.69636  4.18206
H  -0.66053  -0.44382  -4.98600
H  4.13694  4.27109  -2.27323
O  0.16647  1.07767  -6.10601
H  7.26199  2.27184  -0.92710
C  -6.26242  0.06604  0.32014
C  -3.51396  2.78397  3.29907
C  1.53035  -0.40304  -4.66339
H  -3.66471  3.62264  3.97878
H  2.05517  2.29220  5.20894
H  0.68366  0.70173  -1.74000
H  5.36588  1.84610  -2.50329
H  -5.47156  -1.51461  -3.15970
C  -2.71933  3.91652  -1.61208
Na  2.16456  0.20656  2.33014
H  4.81850  -1.29089  1.67428
C  2.28130  -4.26331  -0.30108
H  -3.08007  -1.72652  -2.82263
O  6.89851  1.16700  -3.54871
H  -2.87000  -1.30533  2.08398
C  1.24471  0.75167  -0.80682
O  -3.89935  1.51287  3.82513
H  6.13918  1.17427  -0.25745
H  -2.00830  -5.93645  1.68373
O  -4.53551  3.35079  -0.04737
H  -0.03268  0.90216  -4.12133
H  3.10977  4.29897  2.27745
H  -2.37756  -4.81322  3.87194
H  -1.49393  -6.28410  4.10434
H  -1.49444  3.69724  3.17539
H  3.59730  6.22578  -1.16306


No. 3
The following is a DFT calculation (ωB97M-V with the def2-TZVPD basis set) of an isolated ion of composition C2HN2O3 and charge -1 in a non-equilibrium geometry.

electronic energy: -11209.049 eV
largest force on an atom: 6.9 eV/A
charge: -1
frontier orbital gap (alpha / beta): 5.8 / 6.6 eV
spin multiplicity: 3

Geometry (Å):
N  -0.81958  -0.36537  -0.46006
H  -1.67506  -0.09513  0.05346
O  1.02096  -1.26532  0.49052
C  -0.07574  -1.51510  0.09954
O  1.52269  2.86335  0.12938
C  0.81009  1.91245  -0.05402
O  -0.75679  -2.58490  -0.00958
N  -0.02656  1.05001  -0.24925